No. 1
{
  "formula": "C33H31N12O4SW",
  "method": "ωB97M-V with the def2-TZVPD basis set",
  "elements": ["W", "C", "C", "C", "C", "C", "C", "C", "S", "O", "O", "N", "C", "C", "O", "O", "H", "H", "H", "H", "H", "H", "H", "H", "H", "C", "N", "C", "C", "C", "C", "C", "N", "C", "C", "C", "C", "C", "C", "H", "H", "H", "H", "H", "H", "H", "H", "H", "H", "H", "N", "C", "C", "N", "C", "C", "N", "C", "C", "N", "H", "H", "H", "H", "H", "H", "N", "C", "N", "C", "N", "C", "C", "N", "C", "C", "N", "H", "H", "H", "H", "H"],
  "positions_angstrom": [[0.250559, -0.348079, -0.185352], [2.754859, 2.971521, 6.494248], [1.762259, 2.575221, 5.449848], [0.733959, 1.693521, 5.769048], [-0.184341, 1.308321, 4.810848], [-0.071741, 1.794221, 3.521348], [0.933359, 2.679121, 3.186948], [1.842659, 3.073021, 4.154248], [-1.172541, 1.169721, 2.253148], [-1.145341, -0.276079, 2.407748], [-2.444541, 1.829221, 2.309748], [-0.401541, 1.420021, 0.830948], [-0.880841, 2.520621, 0.017248], [-1.061641, 1.997721, -1.424852], [-1.512941, 2.673821, -2.320752], [-0.655641, 0.769421, -1.542852], [3.003859, 2.118221, 7.121248], [2.324659, 3.737221, 7.139748], [3.662659, 3.373221, 6.049148], [0.655859, 1.314121, 6.776048], [-0.983641, 0.625121, 5.042548], [1.000159, 3.045021, 2.173548], [2.622259, 3.779121, 3.909148], [-0.170641, 3.361321, -0.008952], [-1.834941, 2.895621, 0.404748], [-2.952241, -0.645479, -0.190352], [-1.640041, -1.273879, 0.016448], [-1.671941, -2.536479, 0.406848], [-0.421441, -3.154679, 0.599748], [0.015559, -4.417979, 1.010348], [1.411359, -4.374579, 1.006848], [1.774759, -3.100279, 0.605848], [0.675359, -2.341279, 0.339148], [-3.569841, -1.154979, -1.474952], [-4.419741, -2.254279, -1.456452], [-4.968741, -2.738079, -2.630152], [-4.665541, -2.134379, -3.837852], [-3.821241, -1.037779, -3.864752], [-3.275341, -0.548579, -2.690252], [-2.819441, 0.443121, -0.230352], [-3.606041, -0.874779, 0.660948], [-2.598841, -3.067179, 0.597148], [-0.608941, -5.242679, 1.288948], [2.075859, -5.170079, 1.282448], [2.768359, -2.695679, 0.493348], [-4.681541, -2.719279, -0.517852], [-5.641141, -3.580479, -2.596752], [-5.101041, -2.508479, -4.751052], [-3.595741, -0.548979, -4.800152], [-2.647641, 0.328621, -2.720352], [3.784159, 2.114821, 0.097648], [3.608159, 2.362321, -1.242152], [2.579459, 1.580921, -1.666552], [2.083959, 0.838321, -0.618552], [2.845159, 1.190821, 0.461648], [2.583859, 0.513421, 1.658548], [1.530359, -0.344979, 1.643648], [1.543859, -0.970879, 2.864448], [2.583059, -0.509479, 3.608248], [3.249859, 0.418921, 2.846748], [4.440659, 2.576321, 0.702848], [4.237459, 3.048521, -1.771052], [2.146659, 1.484821, -2.647152], [0.790859, -1.687779, 3.130048], [2.896959, -0.750679, 4.601748], [4.067259, 0.932721, 3.120548], [0.394759, -3.409679, -3.663752], [0.576659, -2.976479, -2.415052], [0.500359, -1.647379, -2.385752], [0.265259, -1.316479, -3.704352], [0.197759, -2.381879, -4.474552], [0.030459, -0.019079, -4.316652], [-0.740041, 0.012021, -5.484552], [-1.077741, 1.148921, -6.057252], [-0.648541, 2.265421, -5.491452], [0.197159, 2.237121, -4.385952], [0.541459, 1.098221, -3.803652], [0.384759, -4.354679, -4.024952], [0.781459, -3.637379, -1.595252], [-1.078741, -0.901579, -5.947252], [-0.960741, 3.191321, -5.950952], [0.622459, 3.141721, -3.974852]],
  "forces_ev_per_a": [[0.8, 0.1, -0.5], [0.0, 0.1, 0.1], [0.0, -0.1, -0.1], [-0.1, 0.1, -0.2], [-0.2, 0.0, 0.1], [-0.2, 0.0, -0.6], [-0.1, 0.1, 0.0], [-0.1, 0.0, 0.1], [0.5, -1.0, -0.4], [-0.3, 0.5, 0.7], [0.2, 0.3, 0.1], [-0.4, -0.4, 0.8], [0.0, 0.1, -0.5], [-0.3, 1.4, 0.8], [0.0, -0.4, 0.3], [0.1, -0.8, -0.4], [0.1, 0.0, 0.1], [0.1, 0.1, 0.1], [0.1, 0.0, 0.0], [0.0, -0.1, 0.1], [-0.1, -0.2, 0.1], [0.1, 0.1, -0.1], [0.1, 0.1, -0.1], [-0.1, -0.1, -0.1], [0.1, 0.0, -0.2], [-0.3, 0.3, -0.3], [-0.6, -2.0, 0.6], [0.3, 1.5, -0.4], [0.6, -0.2, 0.0], [-0.4, 0.5, -0.2], [0.0, 0.1, 0.0], [0.0, 0.4, -0.3], [-0.2, -1.0, 0.4], [0.0, 0.2, 0.1], [0.0, 0.1, 0.0], [0.0, -0.1, 0.0], [0.0, -0.1, -0.1], [0.0, 0.0, 0.0], [-0.1, 0.0, 0.0], [-0.1, -0.4, 0.1], [0.2, 0.1, -0.1], [-0.1, 0.1, -0.1], [-0.2, -0.2, 0.0], [0.2, -0.1, 0.0], [0.0, 0.0, 0.0], [-0.1, -0.1, 0.2], [-0.1, -0.1, 0.0], [0.0, 0.0, -0.1], [0.0, 0.1, -0.1], [0.1, 0.1, 0.0], [-1.1, -0.9, 0.3], [0.0, -0.1, 0.0], [0.0, 0.0, 0.0], [1.3, 0.9, 1.3], [0.1, 0.7, -2.4], [-0.8, -1.7, 1.7], [1.6, 1.4, 0.3], [-0.2, 0.0, -0.2], [0.0, 0.0, -0.1], [-0.8, -0.1, -1.2], [0.0, 0.0, 0.0], [0.1, 0.1, -0.1], [-0.1, 0.0, 0.0], [0.0, -0.1, 0.0], [0.0, -0.1, 0.2], [0.0, 0.1, 0.1], [0.1, 0.1, 0.7], [0.1, 0.0, -0.1], [-0.1, 0.1, 0.5], [0.1, -1.0, 0.3], [-0.1, 0.5, -0.8], [-0.3, 0.7, -0.6], [0.2, -0.1, 0.5], [-0.2, 0.3, -0.3], [0.3, 0.0, 0.1], [0.1, -0.2, -0.3], [0.1, -0.3, -0.5], [0.0, 0.2, 0.2], [0.0, 0.0, 0.2], [-0.1, -0.1, 0.0], [0.0, 0.2, 0.0], [-0.1, 0.1, 0.0]],
  "mulliken_spin": [1.274, 0.000, 0.001, 0.000, -0.002, 0.001, 0.004, 0.001, -0.005, 0.011, 0.008, 0.078, 0.011, -0.001, 0.018, 0.152, 0.000, 0.000, 0.000, 0.000, -0.001, -0.001, 0.000, 0.000, 0.000, 0.019, 0.003, -0.005, 0.068, 0.066, -0.019, 0.069, 0.070, -0.004, -0.004, -0.001, 0.000, 0.001, -0.002, 0.001, -0.006, -0.018, 0.002, 0.000, 0.000, 0.000, 0.000, 0.000, 0.000, -0.004, 0.018, -0.014, 0.030, 0.029, 0.023, 0.046, 0.007, 0.012, 0.004, 0.014, -0.001, 0.000, -0.001, -0.004, 0.001, 0.000, 0.001, 0.017, 0.026, 0.020, -0.001, -0.011, 0.000, 0.000, 0.000, 0.000, -0.006, 0.000, 0.003, 0.000, 0.000, 0.000],
  "lumo_energy_ev": [-2.99, -3.51],
  "spin_multiplicity": 3,
  "orbital_gap_ev": [7.39, 7.31],
  "total_charge": 1
}

No. 2
{
  "formula": "C33H31N2O2Ta",
  "method": "ωB97M-V with the def2-TZVPD basis set",
  "elements": ["Ta", "C", "C", "C", "C", "C", "C", "C", "C", "C", "H", "H", "H", "H", "H", "H", "H", "H", "H", "H", "H", "H", "C", "C", "C", "C", "N", "C", "C", "C", "C", "C", "C", "C", "H", "H", "H", "H", "H", "H", "H", "H", "C", "C", "C", "C", "C", "C", "N", "C", "C", "C", "C", "C", "C", "H", "H", "H", "H", "H", "H", "H", "H", "H", "H", "O", "C", "O", "H"],
  "positions_angstrom": [[-0.640861, 0.219774, -0.498922], [-1.533961, -3.400526, 1.828578], [-0.244861, -2.684126, 1.582978], [0.195939, -2.445026, 0.259178], [1.527839, -2.003626, 0.033178], [2.121839, -2.093126, -1.336722], [2.305039, -1.633526, 1.125078], [1.834939, -1.758826, 2.429278], [2.658839, -1.331526, 3.594678], [0.572439, -2.321826, 2.637978], [-2.319761, -3.095926, 1.140078], [-1.875361, -3.263226, 2.850878], [-1.375661, -4.469926, 1.683878], [-0.319661, -2.958026, -0.548622], [2.726339, -2.998026, -1.391822], [2.778239, -1.249126, -1.540222], [1.355839, -2.165526, -2.103422], [3.319539, -1.302026, 0.953878], [3.720839, -1.456726, 3.405178], [2.390139, -1.885326, 4.489078], [2.483739, -0.275026, 3.806178], [0.250939, -2.512226, 3.652278], [-5.010961, -0.632726, -0.103222], [-5.414461, -0.549626, -1.432422], [-4.454861, -0.506226, -2.426622], [-3.097161, -0.531726, -2.094522], [-2.724861, -0.572626, -0.793922], [-3.658661, -0.627926, 0.164478], [-2.021161, -0.505626, -3.094722], [-2.290061, -0.649426, -4.459322], [-1.269161, -0.629326, -5.390622], [0.044539, -0.482826, -4.976522], [0.320739, -0.320926, -3.623322], [-0.686461, -0.340126, -2.670422], [-5.727461, -0.674826, 0.701278], [-6.461661, -0.508226, -1.687222], [-4.760261, -0.427526, -3.455722], [-3.290361, -0.649926, 1.185878], [-3.301961, -0.781226, -4.805322], [-1.499761, -0.718726, -6.439522], [0.848639, -0.481426, -5.695822], [1.351939, -0.177826, -3.325222], [-0.423461, 2.639874, 4.213778], [0.387739, 3.403174, 3.389778], [0.837439, 2.902974, 2.183178], [0.466639, 1.617074, 1.770578], [-0.355861, 0.852874, 2.610078], [-0.787661, 1.359074, 3.821778], [0.796339, 1.142074, 0.491978], [2.048139, 1.537874, -0.007122], [2.192939, 1.809674, -1.376922], [3.420439, 2.191874, -1.884922], [4.520639, 2.313374, -1.049222], [4.386339, 2.050874, 0.305878], [3.166539, 1.661674, 0.827078], [-0.752861, 3.030274, 5.162078], [0.674139, 4.401174, 3.680578], [1.461839, 3.505874, 1.542078], [-0.585061, -0.178926, 2.353078], [-1.403161, 0.754374, 4.469578], [1.328039, 1.812074, -2.026622], [3.518339, 2.414974, -2.935122], [5.473239, 2.620374, -1.447122], [5.236239, 2.155874, 0.962178], [3.065639, 1.447074, 1.880678], [-2.152561, 1.865574, 0.301378], [-1.888161, 2.629374, -0.643322], [-1.082061, 2.294774, -1.526422], [-2.378761, 3.616974, -0.698722]],
  "forces_ev_per_a": [[-0.8, 1.5, -1.6], [0.0, -0.1, 0.0], [-0.2, 0.3, 0.2], [0.1, 0.5, -0.2], [-0.3, 0.0, 0.1], [0.0, 0.1, 0.0], [0.0, 0.0, 0.0], [0.0, -0.1, -0.2], [0.1, 0.0, 0.1], [0.0, -0.1, -0.2], [0.0, 0.0, -0.1], [-0.1, 0.0, 0.1], [0.0, -0.1, 0.0], [-0.1, 0.2, -0.1], [0.1, -0.1, 0.0], [0.1, 0.1, -0.1], [0.0, 0.0, -0.1], [0.1, 0.1, 0.0], [0.1, 0.0, 0.0], [0.0, -0.1, 0.1], [0.0, 0.1, 0.0], [-0.1, 0.0, 0.1], [0.3, 0.0, 0.0], [0.3, 0.0, 0.1], [0.3, 0.0, 0.2], [-0.6, -0.1, -0.3], [0.6, 0.3, 0.2], [-0.4, 0.0, 0.5], [0.2, 0.0, -0.4], [-0.1, 0.0, 0.4], [0.2, 0.0, 0.0], [-0.1, 0.1, 0.2], [0.4, 0.0, -0.1], [0.1, 0.4, 1.8], [0.0, 0.0, 0.1], [-0.1, 0.0, 0.0], [0.0, 0.0, -0.1], [-0.1, 0.0, -0.1], [-0.1, 0.0, 0.0], [0.0, -0.1, -0.1], [0.1, 0.0, -0.1], [0.0, 0.0, 0.0], [0.0, -0.2, 0.0], [0.1, 0.0, -0.1], [-0.1, -0.2, -0.3], [-0.7, 0.4, 1.4], [0.4, 0.0, -0.4], [-0.1, 0.2, 0.1], [-1.0, -0.6, -0.5], [1.1, 0.2, -1.0], [-0.3, 0.0, 0.5], [0.2, -0.1, 0.0], [-0.2, 0.0, -0.1], [-0.1, -0.1, 0.1], [-0.3, -0.3, 0.0], [-0.1, 0.0, 0.1], [0.0, 0.1, 0.1], [0.0, 0.1, 0.0], [0.0, 0.0, 0.0], [-0.1, -0.1, 0.1], [-0.1, 0.0, -0.1], [0.0, 0.0, -0.1], [0.1, 0.1, -0.1], [0.1, 0.0, 0.1], [0.1, 0.0, 0.1], [0.9, -2.1, 0.7], [-0.8, 1.7, -0.1], [1.2, -1.8, -0.5], [0.1, -0.3, 0.0]],
  "nbo_charge": [2.394, -0.651, 0.044, -0.396, 0.039, -0.665, -0.192, 0.063, -0.650, -0.188, 0.217, 0.236, 0.259, 0.260, 0.267, 0.235, 0.231, 0.229, 0.242, 0.242, 0.238, 0.228, -0.231, -0.081, -0.212, 0.217, -0.618, 0.097, -0.009, -0.174, -0.154, -0.169, -0.191, -0.488, 0.259, 0.254, 0.248, 0.221, 0.227, 0.246, 0.244, 0.226, -0.172, -0.174, -0.227, 0.161, -0.274, -0.174, -0.753, 0.154, -0.254, -0.177, -0.167, -0.184, -0.229, 0.243, 0.244, 0.238, 0.221, 0.234, 0.236, 0.238, 0.243, 0.242, 0.232, -0.679, 0.674, -0.663, 0.174],
  "lumo_energy_ev": -7.88,
  "orbital_gap_ev": 6.16,
  "total_charge": 2
}

No. 3
{
  "formula": "C33H31NO6",
  "method": "ωB97M-V with the def2-TZVPD basis set",
  "elements": ["C", "C", "C", "H", "H", "C", "C", "C", "C", "C", "C", "O", "C", "C", "O", "C", "C", "N", "C", "C", "C", "C", "C", "C", "C", "H", "H", "H", "H", "H", "H", "H", "H", "C", "H", "H", "H", "O", "C", "O", "C", "C", "C", "C", "C", "C", "H", "H", "O", "C", "H", "H", "H", "H", "H", "C", "C", "C", "C", "O", "H", "H", "H", "H", "H", "H", "H", "H", "H", "H", "H"],
  "positions_angstrom": [[-5.446349, -3.040161, -0.288597], [-4.809718, -1.656703, -0.324996], [-4.319278, -1.305727, -1.728373], [-3.629077, -2.071111, -2.084380], [-5.174105, -1.303000, -2.409097], [-3.669348, 0.077226, -1.789173], [-2.393240, 0.226228, -1.007755], [-1.630851, -0.825300, -0.625872], [-0.405821, -0.701465, 0.107110], [0.398696, -1.773634, 0.443120], [1.714570, -1.545557, 1.003011], [2.608846, -2.370080, 1.041289], [1.977901, -0.177007, 1.662495], [1.187104, 1.001968, 1.108429], [1.527524, 2.145304, 1.338242], [-0.037768, 0.659452, 0.390895], [-0.829347, 1.684747, -0.032545], [-1.981157, 1.514689, -0.709439], [-2.778274, 2.673028, -1.050706], [-4.021508, 2.802140, -0.196173], [-5.166799, 3.387038, -0.722082], [-6.303343, 3.522927, 0.054733], [-6.307724, 3.069865, 1.363192], [-5.168625, 2.488882, 1.893341], [-4.028451, 2.359011, 1.120013], [-3.143040, 1.907185, 1.543189], [-5.164725, 2.136617, 2.913708], [-7.196243, 3.170489, 1.967713], [-7.187630, 3.978849, -0.364412], [-5.167293, 3.736281, -1.744958], [-3.053845, 2.635556, -2.109015], [-2.155375, 3.561316, -0.904302], [-0.522529, 2.698225, 0.185499], [1.675677, -0.310375, 3.157910], [2.296787, -1.100030, 3.573362], [0.626746, -0.558502, 3.302051], [1.903516, 0.629960, 3.654905], [3.370297, 0.118076, 1.530543], [3.713863, 0.391656, 0.270440], [2.892664, 0.450632, -0.623657], [5.157001, 0.620079, 0.093827], [5.632703, 0.959610, -1.168462], [6.978640, 1.180443, -1.383715], [7.876654, 1.061283, -0.325081], [7.398902, 0.718038, 0.944490], [6.057622, 0.499422, 1.152985], [5.691887, 0.230833, 2.130786], [8.112523, 0.629129, 1.748412], [9.216441, 1.254116, -0.417423], [9.769294, 1.592946, -1.667065], [10.840614, 1.689706, -1.498089], [9.589882, 0.810447, -2.410992], [9.374266, 2.544613, -2.036383], [7.317701, 1.442548, -2.373563], [4.925775, 1.047465, -1.979509], [0.034719, -3.158062, 0.190707], [0.816911, -4.268954, -0.000544], [-0.064855, -5.366330, -0.126184], [-1.318960, -4.859863, 0.001070], [-1.276198, -3.527322, 0.191864], [-2.289120, -5.316444, -0.021727], [0.202260, -6.390727, -0.288168], [1.884274, -4.288243, -0.046825], [-1.945146, -1.815594, -0.896137], [-3.459927, 0.323229, -2.836533], [-4.402103, 0.797837, -1.419909], [-3.973342, -1.627486, 0.374667], [-5.538837, -0.908690, -0.002525], [-5.797907, -3.273122, 0.713309], [-4.722219, -3.796500, -0.581938], [-6.292183, -3.093090, -0.971004]],
  "forces_ev_per_a": [[0.1, 0.2, 0.1], [0.0, -0.2, -0.2], [0.1, 0.2, 0.3], [0.0, -0.1, -0.1], [0.0, 0.0, -0.1], [-0.1, -0.2, -0.2], [0.1, -0.3, 0.0], [-0.3, 0.1, -0.1], [0.5, 0.0, 0.1], [-0.5, 0.0, 0.0], [0.1, 0.2, -0.1], [-0.1, 0.1, 0.1], [0.2, 0.0, 0.1], [0.1, 0.3, 0.2], [-0.1, -0.3, 0.0], [-0.6, 0.3, -0.3], [0.5, -0.2, 0.3], [0.3, -0.2, 0.0], [-0.4, 0.4, -0.1], [0.0, 0.1, 0.0], [0.1, 0.0, 0.0], [-0.1, 0.0, 0.0], [-0.1, 0.0, 0.0], [0.0, 0.0, 0.1], [0.1, 0.0, -0.1], [0.1, -0.1, 0.0], [0.0, 0.0, 0.1], [-0.1, 0.0, 0.1], [-0.1, 0.0, 0.0], [0.0, 0.0, -0.1], [0.0, 0.0, 0.1], [0.0, -0.2, -0.1], [0.0, 0.1, 0.0], [0.2, 0.1, -0.3], [0.0, -0.1, 0.0], [-0.1, 0.0, 0.0], [0.0, 0.1, 0.0], [-0.2, 0.0, 0.4], [-0.1, 0.1, -0.5], [0.2, -0.1, 0.1], [0.2, 0.1, -0.1], [-0.3, -0.1, 0.3], [0.4, 0.1, -0.1], [-0.2, -0.1, 0.1], [0.2, 0.1, -0.1], [-0.1, 0.0, -0.2], [0.0, 0.0, 0.1], [0.1, 0.0, 0.1], [-0.2, -0.1, 0.3], [0.1, 0.1, -0.2], [-0.1, 0.0, -0.1], [0.0, 0.0, 0.0], [0.0, 0.0, 0.0], [0.1, 0.0, -0.1], [0.0, 0.0, -0.1], [0.9, -0.5, -0.2], [-0.2, 0.5, 0.0], [-0.7, 0.1, 0.0], [0.3, -0.8, -0.1], [-0.2, 0.3, 0.2], [-0.2, 0.0, 0.0], [0.0, -0.2, 0.0], [0.2, 0.1, 0.0], [-0.2, 0.0, 0.0], [0.0, 0.1, 0.0], [0.0, 0.0, -0.1], [0.0, 0.1, 0.1], [0.0, 0.1, 0.0], [-0.1, -0.1, 0.1], [0.1, -0.1, 0.0], [-0.1, -0.1, -0.1]],
  "nbo_charge": [-0.599, -0.402, -0.386, 0.204, 0.210, -0.455, 0.257, -0.301, 0.174, -0.316, 0.568, -0.577, 0.064, 0.602, -0.564, -0.267, 0.134, -0.358, -0.221, -0.069, -0.210, -0.199, -0.211, -0.212, -0.165, 0.211, 0.218, 0.218, 0.217, 0.211, 0.217, 0.231, 0.236, -0.606, 0.236, 0.221, 0.231, -0.477, 0.807, -0.613, -0.224, -0.065, -0.341, 0.332, -0.268, -0.127, 0.233, 0.225, -0.487, -0.253, 0.202, 0.178, 0.178, 0.219, 0.225, 0.271, -0.288, -0.309, 0.068, -0.429, 0.195, 0.225, 0.253, 0.247, 0.227, 0.230, 0.209, 0.196, 0.211, 0.201, 0.199],
  "smiles": "CCCCC1=CC2=C(c3ccco3)C(=O)[C@@](C)(OC(=O)c3ccc(OC)cc3)C(=O)C2=CN1Cc1ccccc1",
  "lumo_energy_ev": 0.19,
  "orbital_gap_ev": 7.08
}

Calculated energy relative to the best compared isomer or geometry (same formula, charge and spin) in order - 1.4, 47.7, 0.0 kcal/mol
Calculated total energy in order - -2699.36355, -1592.61719, -1782.31254 a.u.